# 1
This record from OMol25 describes a cluster of 3 separate species, C3H6Cl6 in total. The level of theory is ωB97M-V/def2-TZVPD.

The geometry in XYZ format:
```
15
C3H6Cl6 ωB97M-V/def2-TZVPD
C -1.58347 0.54314 0.49973
Cl -1.21903 0.68407 -1.24509
Cl -0.07987 0.56019 1.45011
H -2.17590 1.40244 0.77874
H -2.05231 -0.41285 0.68654
C 1.58589 2.78246 -2.46943
Cl 1.50408 4.55795 -2.64841
Cl 2.81185 2.03634 -3.45623
H 1.81810 2.56414 -1.43418
H 0.60783 2.41092 -2.74282
C -0.23384 -3.39106 2.25174
Cl 1.07954 -4.19680 1.38253
Cl -1.69973 -3.15784 1.28809
H -0.47231 -3.98129 3.12710
H 0.10917 -2.40183 2.53158
```

Its charge is 0. For the gap between HOMO and LUMO, the calculation gives 0.4209 Ha. The SMILES is ClCCl.ClCCl.ClCCl. As for the LUMO energy: 0.59 eV. The calculation puts the molar mass at 254.8 g mol⁻¹.

# 2
This record from OMol25 describes an isolated molecule of C3H6ClF at a distorted geometry. The level of theory is ωB97M-V/def2-TZVPD.

The geometry in XYZ format:
```
11
C3H6ClF ωB97M-V/def2-TZVPD
C 2.15472 -0.49964 0.06023
C 1.10939 0.49654 -0.29536
C -0.21690 0.50925 0.43602
H 2.85637 -0.60486 -0.69683
H 2.56851 -0.29366 1.03724
H 1.69727 -1.44952 0.23878
H 1.46931 1.46830 -0.11199
H 0.75206 0.43716 -1.31239
H -0.07118 0.66882 1.50555
F -0.93203 1.50175 -0.09611
Cl -1.12749 -0.98699 -0.05886
```

Its charge is 0. For the gap between HOMO and LUMO, the calculation gives 0.4417 Ha. The SMILES is CC[C@@H](F)Cl. As for the LUMO energy: 1.05 eV. The calculation puts the molar mass at 96.5 g mol⁻¹.

# 3
This record from OMol25 describes a structure of composition C3H6ClFN2O at a distorted geometry. The level of theory is ωB97M-V/def2-TZVPD.

The geometry in XYZ format:
```
14
C3H6ClFN2O ωB97M-V/def2-TZVPD
C 0.19817 0.22537 1.07538
C 1.27026 0.55805 -0.05807
C -1.07600 0.79593 -0.97742
H -0.33494 -1.87820 -0.35418
H -1.56510 -2.12196 0.80942
H 0.04410 1.04081 1.86963
H 0.57992 -0.70385 1.58045
H 0.84172 0.86160 -1.01597
H -1.70383 0.54116 -2.23811
N -1.09966 -1.44576 0.01970
N -0.97979 -0.10926 0.37656
O -0.45079 1.94790 -0.75826
F 2.36528 1.19540 0.44970
Cl 1.91067 -0.90720 -0.77882
```

Its charge is 0. For the gap between HOMO and LUMO, the calculation gives 0.3554 Ha. As for the LUMO energy: -0.04 eV. The calculation puts the molar mass at 140.5 g mol⁻¹.